(1)
DFT (wB97M-V/def2-TZVPD) results for a structure of composition C23H51N5O21S4 in a non-equilibrium geometry.

Its spin multiplicity is 1. The calculation puts the total energy at -4353.3364 hartree. As for the net charge: 0. As for the frontier orbital gap: 9.3 eV.

Structure (XYZ):
```
104
Properties=species:S:1:pos:R:3:forces:R:3
C -0.4962 0.2094 0.8768 -1.36 2.17 3.01
C -0.8463 0.6113 -0.5187 -0.25 1.40 -0.25
O -0.5868 -0.5255 -1.2785 0.18 -2.13 -2.04
S -0.4480 -1.8323 -0.3714 -0.08 0.29 -0.50
O 0.4000 -2.8271 -1.0475 -1.51 2.67 1.74
O -1.7759 -2.1900 0.0760 1.77 -0.03 -0.24
O 0.3066 -0.8657 0.7593 1.94 -4.90 -0.94
H -1.2699 -0.0346 1.6048 -0.78 0.20 -0.61
H 0.0890 0.9572 1.4121 0.10 0.30 -0.29
H -0.1140 1.3670 -0.8028 -0.16 0.08 -0.44
H -1.8571 0.9539 -0.7405 0.17 -0.03 0.44
C 1.1226 -2.8742 -4.3450 -0.98 -0.94 -0.46
C 0.9376 -4.2305 -3.6473 -1.73 0.12 1.29
O 1.5151 -5.2898 -4.3489 1.55 -0.47 -3.29
S 1.7697 -4.8045 -5.9152 2.10 1.15 -0.07
O 0.5576 -4.8120 -6.7160 1.79 -0.83 1.17
O 3.1006 -5.2743 -6.4083 -4.40 1.13 1.52
O 1.9341 -3.2135 -5.4579 1.47 -0.25 -0.63
H 1.4468 -2.1301 -3.6175 1.12 -0.02 -0.45
H 0.2110 -2.4450 -4.7607 -0.40 -0.37 0.20
H -0.1164 -4.5085 -3.6535 -0.16 0.49 0.86
H 1.4093 -4.2419 -2.6648 -0.40 0.00 -0.06
C 0.6092 0.6334 -5.8741 0.44 0.19 -0.03
C 1.5009 0.8634 -4.6236 0.80 0.47 -2.92
O 0.6628 0.6407 -3.5607 -2.63 0.83 1.31
S -0.8699 1.3139 -3.9357 -2.26 -1.90 -1.46
O -1.1117 2.6274 -3.3592 1.22 -2.04 -0.96
O -1.9401 0.2993 -3.8015 2.90 2.21 0.37
O -0.5989 1.3567 -5.6037 0.14 0.92 2.62
H 0.2836 -0.3914 -6.0526 0.55 -0.22 0.17
H 1.0495 1.0541 -6.7781 -0.05 -0.02 0.08
H 1.9337 1.8630 -4.6624 -0.69 0.59 0.15
H 2.4384 0.3077 -4.6434 -0.54 -1.05 0.45
C -3.4801 -1.3937 4.8512 1.48 0.01 -0.40
C -2.7044 -2.0043 6.0281 -3.24 0.01 1.80
O -1.4358 -2.3340 5.6977 3.55 -0.37 -2.96
S -0.9692 -1.6743 4.2147 -0.94 0.30 -1.96
O -1.0470 -2.5556 3.0264 -0.03 1.16 3.34
O 0.2660 -0.8894 4.2952 -2.98 -1.29 0.72
O -2.3946 -0.7735 4.1678 2.78 0.89 -0.68
H -4.1449 -0.6016 5.1959 -0.02 -0.18 -0.15
H -3.9023 -2.0018 4.0512 -0.56 -0.66 0.80
H -3.1880 -2.8684 6.4838 -0.09 -0.29 -0.39
H -2.6797 -1.2863 6.8478 0.09 0.43 -0.13
C -4.8499 0.3515 0.1546 0.34 1.73 0.13
C -4.0259 1.6495 0.3640 2.43 -2.93 2.58
O -3.1272 1.6517 1.2601 -1.56 0.33 -1.59
N -4.2824 2.6980 -0.3692 -2.77 -0.94 -0.79
C -3.5072 3.8198 -0.4708 2.34 3.16 -0.68
H -5.0275 0.1386 -0.8996 -0.23 0.11 0.08
H -5.7421 0.6979 0.6762 -0.63 -0.83 -0.17
H -4.4062 -0.5192 0.6375 0.10 0.40 0.07
H -4.9383 2.6410 -1.1352 -0.16 -0.59 0.30
H -4.0731 4.6514 -0.8907 -0.17 -0.16 -0.22
H -2.7070 3.5816 -1.1715 0.46 0.48 -0.05
H -3.0666 4.2723 0.4177 -0.13 -0.76 0.37
C -4.6046 4.0776 3.0690 -0.80 -1.42 -0.72
C -3.2896 4.7392 3.3350 0.09 -0.56 0.74
O -3.2642 5.7988 3.9388 0.92 -0.09 -0.54
N -2.1965 3.9754 2.9485 0.14 1.15 0.70
C -0.8207 4.4914 2.9674 -0.39 -0.42 -0.05
H -5.0813 4.3988 2.1430 0.24 0.34 -0.17
H -5.3901 4.1632 3.8199 0.52 0.50 0.35
H -4.4402 3.0088 2.9324 -0.03 -0.13 -0.04
H -2.3155 3.0995 2.4598 -0.54 0.08 -0.02
H -0.3865 4.6986 3.9455 -0.66 0.44 0.23
H -0.7914 5.3657 2.3172 0.55 0.01 0.13
H -0.1678 3.6846 2.6343 -0.08 0.11 -0.63
C 1.5860 -4.2366 1.4095 -0.45 -0.25 0.32
C 1.8675 -5.6190 1.8932 -0.05 0.46 1.43
O 2.8284 -5.8564 2.5854 1.31 -0.70 0.12
N 0.8610 -6.4811 1.7218 -1.15 -1.80 -1.24
C 0.7636 -7.8962 2.1425 -0.20 1.02 0.90
H 1.9207 -4.1565 0.3752 -0.09 0.52 0.22
H 2.0335 -3.5658 2.1429 0.35 0.16 -0.56
H 0.5097 -4.1201 1.5364 -0.08 0.45 -0.59
H 0.0186 -6.1211 1.2965 0.26 -0.06 -0.05
H 0.5263 -8.6265 1.3689 0.15 0.42 -0.35
H -0.0657 -7.8666 2.8492 -0.04 -0.60 0.15
H 1.6462 -8.2291 2.6888 0.07 0.35 -0.20
C 4.5590 1.8645 -3.1296 1.29 -0.56 -0.03
C 4.4501 1.3680 -1.6478 -1.05 -1.18 -3.06
O 4.8584 2.0117 -0.7435 0.69 1.56 1.85
N 3.9155 0.1141 -1.4625 0.86 1.98 -2.78
C 3.8191 -0.3829 -0.1808 -0.17 -1.40 2.28
H 5.0252 1.1098 -3.7629 -0.12 -0.68 0.14
H 5.3571 2.6061 -3.1636 -0.44 0.48 0.31
H 3.7156 2.1874 -3.7399 -0.29 0.22 0.88
H 3.7330 -0.4449 -2.2837 -0.02 0.02 0.39
H 3.9928 -1.4580 -0.2259 -0.70 -0.13 0.34
H 2.8737 -0.0697 0.2621 -0.29 -0.67 0.28
H 4.5741 -0.0313 0.5225 0.30 0.36 -0.47
C 3.7096 3.1303 2.5230 0.39 0.75 0.59
C 2.9080 3.9257 1.4919 1.67 3.33 -0.43
O 3.0410 5.1734 1.3743 -0.56 -2.83 0.47
N 2.1677 3.2049 0.6258 -0.41 -0.71 -0.45
C 1.5938 3.7724 -0.5923 -1.37 1.52 0.79
H 4.4557 3.7634 3.0033 -0.27 0.63 -0.27
H 4.3669 2.3607 2.1185 -0.74 -0.48 -0.32
H 3.1027 2.8267 3.3760 -0.21 -0.58 -0.29
H 2.2572 2.2166 0.8137 -0.22 -0.03 -0.75
H 2.2146 4.0473 -1.4450 0.52 -0.71 0.22
H 1.1405 4.7246 -0.3167 0.78 0.66 0.49
H 0.6077 3.4339 -0.9105 0.40 -1.57 -0.12
```
Forces are in eV/Å.


(2)
DFT (wB97M-V/def2-TZVPD) results for a cluster of 2 separate species, C23H52BO10P2Si in total in a non-equilibrium geometry.

Its spin multiplicity is 1. The calculation puts the total energy at -2657.1872 hartree. As for the net charge: -1. As for the frontier orbital gap: 6.5 eV.

Structure (XYZ):
```
89
Properties=species:S:1:pos:R:3:forces:R:3
C 2.7763 4.1990 2.2186 -0.34 -0.04 0.27
O 3.0859 2.8382 2.1890 0.09 0.15 -0.20
C 2.3644 2.1710 1.1327 0.15 -0.02 0.71
B 2.5606 0.5549 1.0626 -0.33 -0.80 -1.55
C 4.0910 0.0261 0.8634 -0.32 1.01 0.74
C 5.0531 0.2779 2.0389 0.54 -0.70 -0.20
C 4.9948 -0.6798 3.2513 -0.17 -0.04 0.08
C 4.5368 -2.1157 2.9536 0.51 0.04 0.71
C 4.1889 -0.0754 4.4131 0.65 -0.63 0.18
C 4.1783 -0.9880 5.6478 0.60 -0.02 0.93
C 3.5289 -0.2620 6.8000 0.06 -0.22 0.00
C 2.6314 -0.7663 7.6515 -0.10 0.21 0.24
C 2.6639 -2.1708 8.1846 -0.57 -0.26 -0.48
C 1.5129 0.1330 8.1508 0.94 -0.06 0.55
O 1.6926 -0.2773 1.9715 0.64 -0.26 0.46
C 0.9120 -1.1810 1.2454 -1.60 -0.02 0.48
P 1.5406 -2.9443 1.1776 2.52 0.23 -0.42
O 0.8182 -3.6439 2.5175 -0.68 0.22 -0.51
O 0.8143 -3.6908 -0.1009 -0.74 -0.35 0.88
C 0.6736 -0.4404 -0.1109 1.09 0.42 -0.17
O 0.5352 -1.2495 -1.2855 -0.64 -0.74 0.31
Si -0.9172 0.6113 0.0706 0.03 0.11 -0.06
C -1.1676 1.2922 1.8074 -0.12 -0.29 -0.12
C -2.4081 -0.5013 -0.2919 0.19 0.40 0.34
C -0.9987 2.0273 -1.1908 -0.05 -0.38 0.31
O 1.8900 0.2187 -0.2696 -0.54 0.69 -0.27
H 1.7514 4.3472 2.5968 -0.03 0.07 -0.10
H 2.8258 4.6549 1.2206 0.13 0.02 -0.01
H 3.4472 4.7218 2.9035 0.14 -0.08 -0.07
H 1.3053 2.4579 1.2327 -0.03 -0.11 -0.05
H 2.6882 2.5804 0.1633 0.12 0.00 0.03
H 4.4902 0.6042 0.0193 -0.08 -0.06 -0.08
H 4.0527 -1.0117 0.5248 0.16 -0.09 0.17
H 6.0796 0.2060 1.6503 0.02 0.03 0.03
H 4.9538 1.2951 2.4235 -0.13 0.06 -0.18
H 6.0197 -0.7643 3.6387 0.03 0.10 -0.05
H 5.0828 -2.7870 3.6278 -0.08 -0.07 -0.01
H 3.4865 -2.2320 3.2156 -0.14 -0.07 -0.51
H 4.7601 -2.4536 1.9465 -0.27 0.10 -0.12
H 4.7427 0.8155 4.7242 -0.45 0.34 -0.15
H 3.1632 0.1497 4.1167 0.06 0.21 -0.10
H 3.6527 -1.9243 5.4619 -0.06 0.02 -0.02
H 5.2099 -1.2577 5.9227 0.09 0.00 -0.30
H 3.7889 0.7898 6.9186 -0.67 0.27 -0.70
H 2.5694 -2.1009 9.2726 0.02 0.01 0.01
H 1.8271 -2.7935 7.8481 0.05 -0.06 -0.02
H 3.6021 -2.6813 7.9762 -0.02 0.01 -0.19
H 0.8377 0.3274 7.3207 -0.16 0.06 0.12
H 1.9534 1.0763 8.4870 -0.26 0.15 -0.07
H 0.9689 -0.3072 8.9882 -0.07 0.02 -0.02
H 0.0009 -1.2489 1.8739 -0.31 -0.25 -0.50
H 0.3227 -4.4147 2.2147 0.03 -0.05 0.24
H -0.1408 -3.8093 0.0146 -0.05 0.34 -0.35
H 0.2361 -0.6805 -2.0015 0.19 0.15 0.10
H -1.9434 2.0618 1.7657 0.04 0.05 0.14
H -0.2583 1.6786 2.2593 0.00 0.11 -0.07
H -1.5147 0.4841 2.4566 -0.09 0.04 0.01
H -3.2970 0.0739 -0.0147 -0.10 -0.10 -0.09
H -2.4719 -0.7626 -1.3478 -0.01 -0.15 0.02
H -2.3780 -1.3924 0.3375 -0.04 -0.12 -0.15
H -0.2369 1.9426 -1.9661 0.07 0.11 0.03
H -0.8758 2.9618 -0.6424 0.10 0.12 -0.21
H -1.9859 2.0148 -1.6585 0.01 0.13 -0.04
O -5.5623 0.7430 -4.5169 -1.60 -2.06 0.19
P -5.3237 0.3124 -5.9017 2.76 3.71 -1.79
O -3.7812 -0.1265 -6.0554 -0.45 -0.36 -0.04
C -3.2220 -1.0377 -5.0952 0.08 -0.30 0.38
C -3.6041 -2.4821 -5.3750 0.11 0.00 -0.19
O -5.3275 1.6997 -6.7555 -0.08 -0.40 -0.13
C -5.7621 2.9258 -6.1675 0.08 0.29 0.18
C -4.5931 3.7219 -5.6178 0.16 0.07 -0.19
O -6.0419 -0.5422 -7.0305 -0.71 -0.89 1.62
C -5.5205 -0.6002 -8.3718 -0.08 -0.19 -0.66
C -4.6033 -1.7794 -8.6135 0.31 -0.01 0.20
H -3.5341 -0.7566 -4.0880 -0.10 0.16 -0.08
H -2.1404 -0.9232 -5.1422 -0.02 0.14 -0.11
H -4.6683 -2.5779 -5.5988 -0.02 0.00 0.15
H -3.3664 -3.1080 -4.5148 -0.01 0.04 0.03
H -3.0542 -2.8715 -6.2323 -0.03 -0.01 -0.02
H -6.5064 2.7411 -5.3948 0.09 -0.16 0.07
H -6.2607 3.4916 -6.9569 0.04 -0.10 -0.09
H -3.8858 3.0795 -5.0950 -0.15 -0.06 0.14
H -4.9391 4.4969 -4.9330 -0.01 -0.01 0.00
H -4.0449 4.2046 -6.4290 0.01 0.00 0.01
H -5.0369 0.3352 -8.6432 0.00 0.09 0.23
H -6.4007 -0.7011 -9.0070 -0.11 0.04 0.16
H -3.6016 -1.5931 -8.2309 -0.04 0.02 0.09
H -4.5041 -1.9541 -9.6861 -0.14 0.01 -0.01
H -4.9830 -2.6827 -8.1369 -0.10 -0.01 -0.10
```
Forces are in eV/Å.